ORCA calculation (the ωB97M-V functional and the def2-TZVPD basis) on a structure of composition C37H55BF4P2SiSnTe at a distorted geometry.

Highest occupied orbital energy in eV: -7.231
F_max in eV Å⁻¹: 1.49

```
! wB97M-V def2-TZVPD RIJCOSX def2/J DEFGRID3
* xyz 0 1
Sn -0.51 -2.29 0.25
C -1.52 -1.79 3.64
Si -0.39 -0.88 2.43
C 1.36 -1.09 3.09
C 1.49 -1.23 4.48
C 2.69 -1.55 5.07
C 3.81 -1.77 4.28
C 3.71 -1.64 2.90
C 2.51 -1.30 2.29
P 2.39 -1.05 0.47
C 3.82 -2.10 -0.16
C 3.38 -2.87 -1.41
C 3.34 -1.98 -2.64
C 4.74 -1.45 -2.93
C 5.27 -0.66 -1.74
C 5.18 -1.43 -0.42
C 2.94 0.76 0.31
C 2.95 1.59 1.59
C 3.42 3.02 1.28
C 2.54 3.68 0.22
C 2.53 2.84 -1.05
C 2.05 1.43 -0.74
C -1.07 0.83 2.07
C -0.77 1.86 2.96
C -1.19 3.16 2.73
C -1.91 3.45 1.58
C -2.23 2.44 0.69
C -1.84 1.12 0.92
P -2.35 -0.24 -0.23
C -4.19 -0.40 0.10
C -4.37 -0.96 1.52
C -5.83 -1.27 1.83
C -6.72 -0.05 1.60
C -6.53 0.48 0.18
C -5.06 0.84 -0.07
C -2.26 0.61 -1.88
C -2.58 -0.38 -2.99
C -2.68 0.36 -4.34
C -1.70 1.54 -4.42
C -0.46 1.25 -3.56
C -0.84 1.20 -2.08
H -1.84 -1.14 4.46
H -2.41 -2.18 3.15
H -0.98 -2.64 4.05
H 0.62 -1.05 5.11
H 2.76 -1.66 6.14
H 4.76 -2.03 4.73
H 4.60 -1.81 2.30
H 3.94 -2.84 0.64
H 4.08 -3.69 -1.58
H 2.40 -3.32 -1.23
H 2.94 -2.54 -3.48
H 2.65 -1.14 -2.45
H 5.40 -2.30 -3.14
H 4.73 -0.81 -3.82
H 6.31 -0.38 -1.91
H 4.70 0.27 -1.68
H 5.92 -2.24 -0.45
H 5.46 -0.78 0.41
H 3.97 0.73 -0.06
H 1.95 1.63 2.01
H 3.61 1.15 2.34
H 3.41 3.60 2.20
H 4.46 2.98 0.93
H 1.52 3.77 0.60
H 2.91 4.69 0.01
H 1.89 3.30 -1.80
H 3.54 2.80 -1.47
H 1.02 1.48 -0.35
H 2.03 0.83 -1.66
H -0.20 1.63 3.86
H -0.95 3.94 3.44
H -2.22 4.46 1.37
H -2.77 2.68 -0.21
H -4.52 -1.17 -0.61
H -3.77 -1.87 1.64
H -4.00 -0.22 2.24
H -6.17 -2.09 1.18
H -5.92 -1.62 2.86
H -7.77 -0.31 1.76
H -6.46 0.73 2.32
H -6.84 -0.28 -0.54
H -7.15 1.37 0.02
H -4.96 1.26 -1.07
H -4.76 1.60 0.65
H -3.00 1.41 -1.91
H -1.79 -1.13 -3.03
H -3.51 -0.91 -2.79
H -2.46 -0.35 -5.14
H -3.70 0.72 -4.48
H -1.41 1.71 -5.45
H -2.17 2.45 -4.05
H -0.04 0.29 -3.87
H 0.30 2.01 -3.73
H -0.11 0.59 -1.55
H -0.80 2.21 -1.65
F -1.63 -2.87 -2.49
B -0.28 -2.65 -2.82
F 0.10 -1.43 -2.12
F 0.49 -3.68 -2.26
F -0.06 -2.48 -4.16
Te -0.96 -4.77 0.82
*
```